{"formula": "C26H35N5", "method": "ωB97M-V/def2-TZVPD", "smiles": "Cc1nn2c(N3CCN(C4CCCC4)CC3)cc(C(C)(C)C)nc2c1-c1ccccc1", "e_above_lowest_ev": 0.000, "multiplicity": 1, "e_homo_ev": -7.26, "homo_lumo_gap_ev": 7.923, "lumo_ev": 0.7, "e_tot_ev": -34980.89798, "species": ["C", "H", "H", "N", "H", "H", "C", "H", "C", "H", "H", "H", "C", "C", "H", "H", "H", "C", "H", "C", "C", "H", "C", "N", "C", "C", "H", "C", "C", "N", "H", "H", "H", "C", "C", "H", "H", "C", "H", "C", "H", "H", "H", "H", "H", "C", "H", "H", "C", "H", "H", "C", "H", "N", "H", "H", "H", "C", "C", "C", "C", "C", "H", "H", "N", "C"], "positions_angstrom": [[-1.574, 0.005, -0.371], [-2.327, 3.027, 1.905], [-0.020, 4.419, -1.449], [-0.404, -0.434, -0.991], [6.890, -1.992, 2.096], [-0.031, 4.922, 1.659], [0.153, 3.926, 1.263], [-6.769, -2.670, -0.018], [2.794, 0.935, -2.212], [2.714, -1.619, 1.692], [-5.604, 0.494, 2.600], [-2.659, -3.707, -1.985], [-1.691, -2.143, -0.908], [4.724, -2.188, 2.367], [1.121, 3.931, 0.768], [-2.621, -3.933, -0.231], [6.144, -0.739, 3.097], [-3.771, -1.113, 0.245], [1.465, -1.981, -1.429], [3.620, -1.167, 2.090], [2.236, -1.338, -1.848], [-1.761, 4.186, -1.608], [-0.973, 3.533, 0.299], [1.713, 0.012, -1.950], [0.628, 0.424, -1.234], [-6.019, -1.983, 0.348], [2.407, 1.909, -2.511], [-4.754, -1.991, -0.210], [-2.055, -3.574, -1.088], [-0.489, -1.734, -1.299], [-4.539, -2.667, -1.023], [3.354, -0.653, 3.014], [2.471, -1.693, -2.857], [5.724, -0.505, 0.993], [-4.100, -0.214, 1.261], [1.199, 2.460, -0.943], [-7.319, -1.094, 1.801], [-0.968, 4.466, -0.919], [-1.132, 5.493, -0.601], [4.219, -0.151, 1.091], [-2.484, 4.689, 1.322], [4.629, -2.642, 3.352], [4.408, -1.364, -1.621], [0.197, 3.227, 2.096], [6.352, 0.385, 0.960], [-0.768, 2.107, -0.173], [-3.351, 0.482, 1.602], [4.763, 1.134, -1.304], [-5.365, -0.208, 1.813], [4.112, 0.859, 1.502], [4.708, -2.985, 1.622], [3.513, -1.330, -0.973], [-1.147, -4.162, -1.201], [-1.746, 1.257, 0.032], [3.350, 0.527, -3.060], [3.528, -2.209, -0.333], [3.464, 1.919, -0.377], [3.713, 1.039, -0.976], [6.004, -1.370, 2.218], [-6.330, -1.097, 1.366], [0.427, 1.727, -0.806], [-2.431, -1.101, -0.320], [5.907, -1.084, 0.088], [-3.124, 3.338, 0.371], [3.486, -0.134, -0.158], [-2.315, 3.657, 1.021]], "lowdin_charge": [-0.177, 0.079, 0.075, 0.029, 0.106, 0.084, -0.042, 0.100, -0.126, 0.108, 0.100, 0.080, -0.266, -0.196, 0.071, 0.082, 0.112, -0.165, 0.088, -0.135, -0.117, 0.091, -0.549, -0.055, -0.155, -0.091, 0.119, -0.039, -0.030, 0.101, 0.098, 0.111, 0.123, -0.142, -0.029, 0.090, 0.097, -0.040, 0.084, -0.303, 0.083, 0.105, 0.117, 0.090, 0.108, -0.228, 0.094, 0.124, -0.085, 0.141, 0.105, -0.148, 0.076, 0.180, 0.126, 0.114, 0.113, -0.155, -0.196, -0.102, 0.054, -0.067, 0.105, 0.081, -0.146, -0.062]}

=====

{"formula": "C25H58AsF18N5O17S4", "method": "ωB97M-V/def2-TZVPD", "multiplicity": 1, "e_homo_ev": -7.62, "homo_lumo_gap_ev": 6.437, "lumo_ev": -1.2, "e_tot_ev": -222214.72329, "species": ["H", "H", "F", "H", "F", "C", "C", "C", "H", "H", "C", "H", "H", "H", "H", "C", "C", "H", "F", "O", "C", "F", "H", "H", "H", "H", "O", "N", "H", "F", "H", "H", "H", "H", "O", "As", "H", "C", "O", "S", "N", "H", "H", "H", "H", "C", "F", "H", "H", "C", "H", "H", "F", "C", "S", "C", "F", "H", "N", "C", "O", "H", "F", "S", "H", "H", "S", "H", "C", "O", "F", "H", "O", "C", "H", "O", "H", "F", "C", "H", "C", "C", "H", "H", "H", "O", "N", "O", "H", "C", "C", "O", "H", "O", "H", "H", "C", "O", "H", "H", "H", "N", "F", "H", "O", "H", "F", "F", "F", "O", "H", "H", "C", "H", "H", "H", "C", "C", "F", "F", "H", "O", "H", "H", "H", "O", "C", "F"], "positions_angstrom": [[5.208, -6.951, -0.377], [4.356, -4.448, 1.554], [4.736, -0.848, 2.982], [2.347, -7.539, 1.633], [3.005, 0.590, 1.756], [2.673, -6.350, -0.868], [1.107, -5.846, 1.708], [-5.355, 1.918, 1.448], [-2.083, 2.625, -7.586], [1.122, -1.495, -2.373], [-3.504, -4.678, 2.800], [2.087, -3.701, 4.590], [0.445, -4.062, 5.393], [-3.077, 2.706, 0.588], [-5.655, 2.387, 0.511], [0.414, 3.134, -8.173], [-1.826, 3.591, -7.152], [-1.361, -0.960, -2.113], [-4.791, -4.397, 2.993], [-2.528, 1.915, -3.320], [0.676, 5.179, 3.999], [-5.491, 1.742, -3.963], [0.287, 2.066, -8.351], [-0.195, 5.691, -7.908], [0.357, -4.123, 2.416], [5.179, -7.008, 1.418], [-0.976, -3.573, 3.058], [-0.288, 3.720, -6.983], [0.108, 1.320, -0.182], [3.979, -0.099, -0.494], [1.169, 5.287, -6.724], [-2.192, 3.650, -6.127], [-2.044, 4.625, 0.618], [1.418, -2.543, 7.310], [-1.544, 6.438, -1.563], [4.437, -0.422, 1.269], [0.389, -6.358, 2.349], [0.547, 4.719, -1.226], [-2.769, -2.010, 2.614], [-3.457, 2.329, -2.217], [3.413, -6.166, 0.468], [-0.160, -2.135, 1.231], [-1.997, -0.414, -0.501], [2.787, -2.515, 6.602], [1.262, -0.977, 1.291], [0.205, -1.122, 1.066], [1.741, 4.444, -1.759], [-6.297, 2.088, 1.970], [1.632, 0.706, -0.516], [-2.889, 4.652, 1.306], [-2.129, 4.449, -7.751], [-5.133, 0.891, 1.158], [-6.121, 1.489, -1.894], [1.510, -3.861, 5.501], [-0.214, 3.427, 4.333], [1.098, -1.731, -1.309], [1.791, 5.013, 3.291], [-1.800, 1.520, -4.734], [0.088, -0.837, -0.478], [-1.334, -1.097, -1.032], [-1.088, 3.568, 5.456], [3.350, -6.220, -1.712], [5.433, 1.077, 1.428], [-2.398, -3.209, 3.377], [1.670, 0.144, 4.231], [-0.387, 3.583, -4.792], [-0.306, 6.133, -2.294], [2.896, -0.012, 5.502], [-0.491, -0.025, 1.930], [0.884, 2.458, 4.642], [-4.638, 0.040, -2.768], [1.482, 3.351, -8.183], [-0.010, -1.305, 5.380], [-4.320, 2.744, 2.200], [2.834, -1.270, 4.302], [0.655, 7.201, -2.418], [-1.579, -2.128, -0.777], [3.425, -1.890, 1.102], [-5.077, 1.351, -2.734], [0.519, -5.853, 0.791], [4.043, -4.690, 0.538], [4.590, -7.111, 0.507], [1.167, 3.285, -5.569], [-2.244, -0.539, 2.022], [-0.457, -0.287, 2.988], [-0.978, 3.101, 3.074], [1.807, -2.631, 6.383], [-4.483, 3.155, 3.373], [1.915, -4.674, 6.104], [2.214, -0.564, 4.855], [-0.015, 1.541, -5.458], [-3.070, 1.750, -0.916], [4.165, -8.105, 0.369], [-1.814, 0.266, 1.724], [0.420, 0.726, -1.914], [0.180, 0.834, 1.902], [0.598, 0.606, -0.845], [-0.561, 5.594, -3.603], [4.874, -4.573, -0.158], [2.132, -1.512, -1.043], [-2.780, 5.147, 2.271], [-3.024, 3.146, 1.496], [-0.228, 3.656, -1.213], [3.238, -4.011, 0.260], [-2.679, -3.058, 4.779], [1.821, -5.674, -0.944], [0.965, 5.714, 5.189], [0.686, 5.136, 0.069], [5.947, -1.276, 0.855], [1.160, -4.466, 2.017], [0.622, 1.020, -6.172], [0.926, -2.786, -1.097], [1.213, -1.395, 5.602], [-0.347, 5.723, -6.099], [0.030, 3.607, -9.077], [2.337, -7.384, -0.942], [0.106, 5.238, -6.963], [0.099, 3.075, -5.625], [-0.177, 6.018, 3.363], [-3.357, -4.769, 1.446], [-2.218, 2.732, 1.942], [-1.350, 1.147, -5.495], [-3.755, 4.981, 0.732], [0.495, 1.300, -4.526], [3.037, -6.279, 2.612], [-3.777, 3.734, -2.101], [2.491, -6.460, 1.686], [-3.181, -5.768, 3.387]], "lowdin_charge": [0.106, 0.105, -0.293, 0.128, -0.278, 0.021, -0.231, 0.019, 0.103, 0.095, -0.671, 0.097, 0.101, 0.067, 0.073, -0.023, 0.045, 0.100, 0.145, -0.351, -0.603, 0.109, 0.102, 0.102, -0.018, 0.115, -0.374, -0.300, 0.090, -0.311, 0.106, 0.109, 0.084, 0.171, -0.344, 0.948, 0.135, -0.624, -0.307, 0.576, -0.298, 0.101, 0.074, 0.162, 0.091, -0.040, 0.115, 0.090, 0.083, 0.052, 0.099, 0.097, 0.116, 0.043, 0.563, 0.001, 0.133, 0.002, -0.245, 0.032, -0.318, 0.108, -0.277, 0.582, 0.074, 0.110, 0.457, 0.112, -0.256, -0.378, 0.068, 0.105, 0.147, -0.296, 0.074, -0.336, 0.099, -0.300, -0.554, 0.117, 0.050, -0.014, 0.131, 0.022, 0.117, -0.378, 0.094, 0.109, 0.094, 0.021, -0.241, -0.357, 0.101, -0.055, 0.095, 0.109, 0.044, -0.367, 0.107, 0.059, 0.102, 0.067, 0.116, 0.071, -0.292, 0.095, 0.117, 0.098, -0.287, -0.093, 0.111, 0.082, -0.301, 0.092, 0.101, 0.107, 0.036, -0.080, 0.105, 0.090, 0.075, -0.068, 0.103, 0.113, 0.138, -0.285, -0.075, 0.190]}

=====

> Number 1 is which compound?

C26H35N5

=====

> Which formula does entry 2 have?

C25H58AsF18N5O17S4